Entry 1:
{"formula": "C3H6OS2", "method": "ωB97M-V/def2-TZVPD", "species": ["H", "H", "C", "C", "H", "C", "S", "S", "O", "H", "H", "H"], "coordinates": [[-1.171, -1.077, 0.097], [-1.107, 0.763, 1.816], [-0.303, 0.755, 1.064], [0.271, -0.491, -2.116], [-0.624, 1.445, 0.262], [-0.263, -0.701, 0.590], [1.002, -0.995, -0.654], [-1.203, 0.100, -2.419], [0.900, 1.117, 1.753], [1.019, -0.662, -2.922], [-0.118, -1.358, 1.452], [1.596, 1.104, 1.077]], "mulliken_charge": [0.3767, 0.2952, -0.3537, -0.1371, 0.2437, -0.6309, -0.0096, -0.2520, -0.4835, 0.2825, 0.3391, 0.3297], "de_lowest_ev": 0.968, "lumo_ev": -0.3, "homo_energy_ev": -8.95, "e_tot_ev": -26925.47519, "smiles": "OCCSC=S", "orbital_gap_ha": 0.318, "total_charge": 0, "spin_multiplicity": 1}

Entry 2:
{"formula": "C5H7NO", "method": "ωB97M-V/def2-TZVPD", "species": ["C", "H", "H", "H", "N", "H", "C", "C", "O", "H", "C", "H", "H", "C"], "coordinates": [[0.526, -0.549, 0.970], [-0.313, 1.551, 1.145], [0.791, -1.097, 1.877], [-1.449, 0.249, 1.620], [-0.887, 0.138, -0.438], [-0.184, 1.907, -1.277], [1.763, 0.071, 0.306], [-0.595, 0.503, 0.985], [1.439, 0.732, -0.773], [0.223, -1.689, -0.970], [-0.311, -1.212, -0.139], [-1.097, -1.880, 0.227], [0.055, 0.437, -2.275], [0.038, 0.838, -1.258]], "mulliken_charge": [0.2628, 0.2751, 0.4813, 0.2733, -0.3262, 0.2967, -0.5094, -0.6257, -0.1087, 0.2744, -0.6203, 0.2712, 0.2929, -0.2373], "de_lowest_ev": 4.197, "lumo_ev": 0.9, "homo_energy_ev": -7.92, "e_tot_ev": -8832.00578, "orbital_gap_ha": 0.322, "total_charge": 0, "spin_multiplicity": 1}

Entry 3:
{"formula": "C5H10N2O", "method": "ωB97M-V/def2-TZVPD", "species": ["H", "H", "C", "C", "H", "H", "C", "N", "H", "H", "C", "H", "H", "N", "H", "O", "C", "H"], "coordinates": [[-0.355, 0.898, -2.010], [-2.042, 1.045, -1.570], [1.246, -1.153, -0.293], [-0.699, 0.829, 0.076], [0.352, -1.723, 0.165], [0.487, 2.236, 0.627], [2.269, -0.794, 0.734], [0.021, 1.388, 0.955], [3.028, -0.142, 0.307], [-1.203, -0.678, 1.591], [-1.037, 1.341, -1.284], [1.771, -0.261, 1.544], [2.723, -1.695, 1.142], [-2.429, -0.859, -0.110], [-0.916, 2.422, -1.342], [1.280, -0.925, -1.470], [-1.417, -0.474, 0.535], [-3.076, -1.455, 0.402]], "mulliken_charge": [0.2364, 0.3199, 0.4080, 0.7232, 0.2786, 0.2289, -1.1110, -0.6971, 0.2977, 0.5539, -1.1544, 0.3420, 0.3483, -0.5915, 0.3824, -0.5154, -0.3148, 0.2649], "de_lowest_ev": 2.066, "lumo_ev": 0.4, "homo_energy_ev": -9.83, "e_tot_ev": -10373.23951, "smiles": "[H]/N=C/C(C)=N/[H].CC=O", "orbital_gap_ha": 0.376, "total_charge": 0, "spin_multiplicity": 1}

Entry 4:
{"formula": "C4H8O2", "method": "ωB97M-V/def2-TZVPD", "species": ["H", "H", "H", "H", "H", "C", "C", "H", "H", "C", "O", "H", "O", "C"], "coordinates": [[-2.993, -1.018, -0.750], [2.002, -0.299, 1.644], [1.508, 0.095, -0.803], [0.903, 1.009, 2.080], [2.388, 1.374, 1.174], [-1.232, -0.493, -1.122], [0.834, 0.447, -0.009], [0.415, 1.391, -0.384], [-1.666, 0.518, -1.098], [-0.311, -0.540, 0.088], [-0.519, -1.235, 1.055], [-0.652, -0.560, -2.050], [-2.235, -1.463, -1.131], [1.579, 0.648, 1.299]], "mulliken_charge": [0.3208, 0.2905, 0.3082, 0.2961, 0.3648, -0.5998, -0.3898, 0.3217, 0.3212, 0.6758, -0.5699, 0.3158, -0.4834, -1.1719], "de_lowest_ev": 1.056, "lumo_ev": 0.7, "homo_energy_ev": -9.57, "e_tot_ev": -8372.22557, "smiles": "CCC(=O)CO", "orbital_gap_ha": 0.378, "total_charge": 0, "spin_multiplicity": 1}